# 1
{"formula": "C22H28Cl2MgNO2S3", "method": "ωB97M-V/def2-TZVPD", "species": ["Mg", "C", "C", "S", "C", "C", "S", "C", "C", "S", "H", "H", "H", "H", "H", "H", "H", "H", "H", "H", "H", "H", "Cl", "C", "Cl", "H", "H", "C", "C", "C", "C", "C", "C", "N", "C", "C", "C", "C", "C", "C", "C", "O", "O", "C", "C", "H", "H", "H", "H", "H", "H", "H", "H", "H", "H", "H", "H", "H", "H"], "coordinates": [[1.150433, -0.220259, 0.157908], [4.064066, -2.055411, -1.835724], [4.817607, -1.371100, -0.698896], [3.816816, -0.703822, 0.683439], [3.485510, -2.116872, 1.765980], [2.705344, -3.269124, 1.161618], [1.076539, -2.853018, 0.426980], [1.214970, -3.606194, -1.241932], [1.345548, -2.656449, -2.426016], [2.471888, -1.238781, -2.236193], [3.843936, -3.096487, -1.612806], [4.672942, -2.019673, -2.741565], [5.328666, -0.485190, -1.079057], [5.559602, -2.049738, -0.277623], [2.922878, -1.658760, 2.581275], [4.443090, -2.486466, 2.140849], [2.479514, -3.980964, 1.958655], [3.296412, -3.775060, 0.399916], [0.295446, -4.180535, -1.370186], [2.042517, -4.314638, -1.207702], [0.388963, -2.185651, -2.654097], [1.669379, -3.224275, -3.300983], [0.183465, 1.070646, -1.945695], [1.316775, 2.387767, -1.738063], [2.288374, 2.052316, -0.319644], [0.759452, 3.313579, -1.574072], [1.959780, 2.440600, -2.617651], [-5.773562, 1.191782, -0.675855], [-4.472345, 0.455519, -0.730035], [-4.286004, -0.529675, -1.688373], [-3.099009, -1.236920, -1.760436], [-2.067728, -0.906399, -0.909602], [-2.216114, 0.108022, 0.028020], [-1.043768, 0.372978, 0.813536], [-0.677745, 1.689477, 1.192450], [-1.089059, 2.813585, 0.484756], [-0.697087, 4.077090, 0.900870], [0.083064, 4.238269, 2.034041], [0.539499, 3.121503, 2.713035], [0.195423, 1.850845, 2.278363], [0.924292, 0.664736, 2.854565], [1.195885, 0.553017, 4.026590], [1.282701, -0.185818, 1.939580], [-3.447704, 0.749452, 0.182051], [-3.722893, 1.692118, 1.311960], [-6.414536, 0.889447, -1.499062], [-5.615733, 2.267376, -0.740077], [-6.300085, 0.990903, 0.255401], [-5.086243, -0.763810, -2.372061], [-2.978816, -2.025262, -2.486156], [-1.128046, -1.448151, -0.935781], [-1.038167, -0.225172, 1.639302], [-1.733634, 2.702662, -0.375560], [-1.023681, 4.942111, 0.342113], [0.347247, 5.226047, 2.378832], [1.177548, 3.208047, 3.579025], [-2.921671, 1.709475, 2.043260], [-4.632987, 1.381462, 1.821077], [-3.878955, 2.708844, 0.955452]], "forces_ev_per_angstrom": [[0.169, -0.574, -1.555], [-0.415, 0.105, -0.156], [-0.374, 0.252, 0.472], [0.271, -0.272, -0.126], [0.121, 0.227, -0.076], [-0.074, -0.033, 0.135], [0.068, -0.043, -0.460], [-0.165, 0.009, 0.385], [0.362, 0.274, -0.080], [0.085, -0.215, 0.019], [0.062, -0.012, 0.023], [-0.039, -0.113, 0.100], [0.085, -0.096, 0.047], [0.102, 0.079, -0.090], [0.158, -0.066, 0.008], [-0.125, -0.044, 0.057], [0.122, -0.027, -0.113], [-0.107, -0.060, 0.008], [0.124, -0.084, -0.053], [-0.099, 0.000, 0.023], [-0.039, -0.037, -0.093], [-0.192, 0.021, 0.004], [-0.738, -0.197, -0.583], [0.175, 0.692, -0.498], [0.543, 0.349, 0.248], [0.120, -0.273, -0.035], [-0.106, 0.013, 0.203], [-0.043, -0.013, 0.036], [0.089, -0.127, -0.115], [0.100, 0.004, 0.047], [0.000, -0.070, -0.058], [-0.002, 0.042, -0.041], [-0.331, -0.123, -0.351], [0.048, -0.527, 0.339], [0.213, 0.717, 0.223], [0.015, -0.099, -0.001], [0.018, -0.006, 0.006], [0.076, 0.104, 0.022], [-0.187, -0.092, -0.094], [-0.086, 0.034, -0.007], [0.099, -0.071, 0.458], [-0.105, 0.245, 0.126], [0.230, -0.164, 1.662], [0.284, -0.052, 0.024], [-0.072, -0.029, 0.100], [-0.063, 0.013, -0.025], [-0.038, 0.087, 0.027], [-0.085, 0.031, 0.090], [-0.126, 0.004, -0.097], [0.005, -0.120, -0.086], [0.040, -0.030, -0.099], [0.049, 0.033, -0.161], [-0.077, -0.006, -0.025], [-0.071, 0.076, -0.018], [0.036, 0.087, -0.006], [0.084, 0.006, 0.073], [-0.070, 0.022, 0.057], [-0.102, 0.021, 0.051], [-0.022, 0.129, 0.031]], "mulliken_charge": [0.249, -0.645, -0.920, 0.112, -0.783, -0.665, 0.003, -0.944, -0.536, 0.051, 0.275, 0.532, 0.453, 0.446, 0.248, 0.645, 0.555, 0.341, 0.457, 0.635, 0.269, 0.531, 0.010, -0.316, -0.014, 0.415, 0.429, -1.562, 1.010, -1.118, -0.975, 0.015, -0.383, 0.100, 0.707, -0.718, -0.915, -0.708, -0.879, 0.115, 0.516, -0.690, -0.457, 0.924, -1.700, 0.405, 0.332, 0.344, 0.398, 0.449, 0.139, 0.337, 0.677, 0.509, 0.449, 0.561, 0.285, 0.627, 0.374], "total_charge": 1, "orbital_gap_ev": 9.0102, "e_homo_ev": -11.226}


# 2
{"formula": "C22H28Cl2N3O2SSi2Tm", "method": "ωB97M-V/def2-TZVPD", "species": ["Tm", "Cl", "C", "Cl", "H", "H", "O", "N", "C", "C", "C", "C", "C", "S", "H", "H", "H", "H", "C", "Si", "C", "C", "C", "C", "C", "C", "C", "Si", "C", "C", "H", "H", "H", "H", "H", "H", "H", "H", "H", "H", "H", "H", "H", "H", "H", "H", "N", "C", "O", "C", "C", "C", "N", "C", "C", "H", "H", "H", "H", "H", "H"], "coordinates": [[-2.338875, 11.038433, 15.683285], [-1.574814, 12.850880, 14.021286], [-2.977218, 9.868589, 13.720667], [-3.978953, 8.758040, 14.843497], [-2.337848, 9.176417, 13.163702], [-3.713180, 10.362177, 13.138040], [-2.296455, 13.756993, 16.919392], [-1.104080, 14.253742, 16.450018], [-1.129581, 15.363828, 15.701462], [0.037575, 15.790306, 15.174751], [1.244045, 15.084386, 15.335495], [1.214399, 13.940848, 16.108559], [-0.006974, 13.454133, 16.602136], [-0.226912, 11.955644, 17.399810], [-2.048082, 15.885800, 15.585378], [0.027175, 16.613044, 14.493357], [2.165645, 15.452780, 14.898834], [2.036177, 13.294532, 16.287943], [-5.720621, 10.898741, 18.028767], [-3.871835, 10.922836, 18.187999], [-3.462186, 9.145569, 18.719894], [-3.434703, 11.943299, 19.777325], [-3.622107, 11.290744, 21.002870], [-3.173330, 11.809633, 22.258836], [-2.650561, 13.088913, 22.267261], [-2.593275, 13.801769, 21.060857], [-2.930265, 13.266551, 19.821974], [-2.910901, 14.406817, 18.398952], [-4.628445, 14.637860, 17.749853], [-1.938682, 15.908005, 18.847812], [-6.197446, 10.450698, 18.897346], [-5.943234, 10.343607, 17.109838], [-6.215531, 11.853557, 17.928943], [-3.992838, 8.777521, 19.595097], [-2.416860, 8.986982, 19.030628], [-3.658537, 8.414670, 17.904793], [-4.168100, 10.387938, 21.037944], [-3.229374, 11.211837, 23.172978], [-2.380468, 13.615734, 23.222866], [-2.196724, 14.826502, 21.042643], [-4.673410, 15.307595, 16.893832], [-5.273652, 15.036277, 18.534488], [-4.996154, 13.643460, 17.500720], [-2.339703, 16.444926, 19.739621], [-1.876279, 16.681085, 18.071772], [-0.858113, 15.736616, 19.042180], [1.013006, 4.360113, 15.400118], [0.938908, 5.378002, 14.473045], [1.182735, 5.271729, 13.292170], [0.420842, 6.694166, 14.983178], [-0.340612, 6.863627, 16.161734], [-0.943521, 8.108523, 16.382412], [-0.773636, 9.142323, 15.579908], [0.022255, 9.020760, 14.536598], [0.687617, 7.833679, 14.222847], [1.388896, 3.479727, 15.114851], [0.812647, 4.593441, 16.377232], [-0.564532, 6.037673, 16.864643], [-1.587731, 8.305677, 17.196329], [0.254493, 9.942563, 13.966931], [1.242481, 7.836713, 13.288573]], "forces_ev_per_angstrom": [[0.406, 0.254, -0.248], [-0.204, -0.419, -0.271], [0.674, -0.513, 1.078], [0.111, 0.249, 0.191], [-0.336, 0.284, -0.149], [-0.597, 0.244, -0.891], [0.718, 0.452, -0.636], [0.079, -0.488, 0.651], [0.673, -0.205, 0.408], [0.901, 0.283, -1.004], [-0.481, -0.493, 0.985], [-0.596, 0.525, -0.629], [-0.736, -0.144, 0.638], [0.536, -0.080, -0.209], [-0.635, 0.018, -0.062], [-0.116, 0.562, -0.066], [-0.134, -0.093, -0.012], [0.775, -0.209, -0.004], [-0.672, -0.140, -0.037], [0.782, 0.311, -0.267], [0.403, -0.992, 0.025], [-0.435, -0.217, 0.337], [0.887, 1.250, 1.057], [-0.301, -0.135, -1.250], [-0.025, 0.887, 0.634], [0.615, 0.644, 0.125], [0.023, -1.005, 0.631], [-0.515, -0.187, -0.384], [-0.088, 0.424, 0.654], [0.934, 1.432, 0.206], [-0.134, -0.425, 0.041], [-0.200, -0.173, 0.264], [0.062, 0.522, -0.163], [-0.492, 0.022, 0.087], [-0.010, 0.333, -0.261], [-0.035, 0.438, 0.351], [-0.210, -1.124, -0.102], [-0.192, 0.233, -0.343], [-0.096, -0.752, -1.077], [-0.216, -0.502, 0.489], [-0.026, -0.089, -0.157], [-0.135, 0.000, -0.001], [-0.075, 0.019, -0.214], [0.152, -0.528, -0.592], [-0.418, -0.151, -0.107], [-0.615, -0.374, 0.159], [-0.345, 1.587, 0.082], [-0.303, -0.493, 0.438], [0.311, -0.382, 0.138], [-0.123, 0.702, 0.880], [-0.213, -0.073, -0.342], [0.802, -1.089, -0.338], [-0.449, 0.673, 0.090], [1.648, 0.269, -0.554], [-1.028, 0.478, -0.356], [0.064, -0.293, 0.085], [0.396, -0.603, -0.838], [0.137, 0.624, -0.608], [-0.529, -0.244, 0.877], [-0.499, -0.662, 0.226], [0.125, -0.442, 0.348]], "mulliken_charge": [0.399, -0.521, -0.747, -0.214, 0.217, 0.367, 0.479, 0.125, -0.284, -0.834, -0.251, -1.041, 0.555, -0.372, 0.611, 0.396, 0.402, 0.502, -1.336, 0.488, -1.436, 0.397, -0.260, -0.859, -0.608, -0.369, 0.502, 0.028, -0.811, -1.378, 0.369, 0.275, 0.431, 0.445, 0.455, 0.351, 0.376, 0.376, 0.312, 0.165, 0.362, 0.334, -0.016, 0.449, 0.447, 0.401, -0.332, 0.314, -0.583, 1.002, -0.674, -0.132, 0.194, -0.293, -0.720, 0.231, 0.179, 0.257, 0.038, 0.406, 0.434], "spin_multiplicity": 3, "orbital_gap_ev": [6.5294, 6.4993], "e_homo_ev": [-6.950, -6.921], "s2": 2.0024}


Respective energy relative to the best compared isomer or geometry (same formula, charge and spin) values: 82.7, 0.0 kJ/mol.
Respective maximum force values: 0.0328, 0.0362 hartree/bohr.